No. 1
Below is 3 unconnected molecules or ions with the total composition C26H45F3N2O9P2 at a distorted geometry, with properties calculated with ωB97M-V/def2-TZVPD.

Structure (ORCA input):
```
! wB97M-V def2-TZVPD RIJCOSX def2/J DEFGRID3
* xyz 2 1
F 1.0009 -4.7455 0.9054
C 2.1610 -5.6029 0.9057
F 2.4968 -5.7569 -0.4854
F 1.9097 -6.8600 1.4980
C 3.3910 -4.8367 1.5838
O 3.6710 -5.2229 2.9445
C 2.8796 -4.4863 3.9040
C 3.6881 -3.2375 4.5789
N 3.8480 -2.2273 3.4514
C 5.1376 -1.9207 2.8561
C 5.2130 -0.8987 1.6608
C 3.9203 -0.2319 1.1303
C 3.8202 0.7784 -0.0877
C 2.5850 0.5720 -1.0506
C 2.4071 1.4719 -2.2906
N 3.3778 2.5013 -2.5730
C 4.5271 2.7504 -1.7088
C 4.8258 1.9094 -0.4288
C 2.5570 -0.5760 1.8525
C 2.6044 -1.5913 3.0129
H 3.2344 -3.7183 1.4179
H 4.3288 -5.1205 0.9683
H 1.8383 -4.1806 3.5299
H 2.6865 -5.2124 4.7861
H 4.6988 -3.5654 4.9977
H 2.9840 -2.7749 5.3516
H 6.0815 -2.4384 3.2625
H 6.2288 -0.6615 1.1917
H 1.8407 -0.2587 -0.8307
H 1.4831 1.2671 -2.9500
H 3.2060 3.0621 -3.4327
H 5.1964 3.6227 -2.0387
H 5.7343 2.0844 0.2361
H 1.5510 -0.1357 1.5427
H 1.6343 -1.8792 3.5324
O 0.0482 4.4132 -4.7069
P -0.6352 5.7359 -5.0813
O -1.9925 5.5192 -4.1611
C -1.9045 5.7714 -2.7664
C -1.7854 7.2561 -2.4713
O -1.2643 5.2046 -6.5250
C -0.6383 4.1378 -7.2319
C -1.2805 2.8062 -6.8837
O -1.2771 7.2682 -5.5079
C -0.3213 8.2081 -6.0122
C 0.3034 7.7529 -7.3169
H -1.0596 5.2211 -2.3401
H -2.8187 5.3833 -2.3107
H -0.8289 7.6492 -2.8304
H -1.8470 7.4443 -1.3968
H -2.5749 7.8173 -2.9747
H 0.4388 4.1277 -7.0444
H -0.7668 4.3315 -8.3010
H -1.3965 2.6726 -5.8049
H -0.6860 1.9764 -7.2748
H -2.2839 2.7458 -7.3113
H 0.4484 8.3756 -5.2523
H -0.8495 9.1519 -6.1666
H 0.9337 6.8705 -7.1692
H 0.9288 8.5445 -7.7387
H -0.4644 7.4873 -8.0476
O -4.3618 -3.5253 1.9769
P -3.9846 -3.5245 3.4610
O -3.2068 -2.0614 3.4630
C -4.0003 -0.8826 3.4958
C -4.6539 -0.6838 4.8519
O -2.6408 -4.4931 3.2996
C -2.5483 -5.4147 2.2163
C -1.7967 -4.8018 1.0483
O -3.6757 -3.5898 5.1473
C -4.5127 -4.4912 5.8813
C -4.3109 -5.9356 5.4656
H -4.7530 -0.9177 2.7030
H -3.3352 -0.0405 3.2867
H -5.4003 -1.4608 5.0420
H -5.1542 0.2861 4.9028
H -3.9143 -0.7429 5.6531
H -3.5396 -5.7654 1.9185
H -2.0024 -6.2925 2.5768
H -2.1583 -3.7991 0.8046
H -1.8869 -5.4291 0.1577
H -0.7367 -4.6969 1.2938
H -5.5575 -4.1934 5.7499
H -4.2621 -4.3739 6.9383
H -4.6618 -6.1078 4.4439
H -4.8661 -6.6057 6.1277
H -3.2533 -6.2090 5.4984
*
```

Calculated values
Energy in eV: -75804.8673
E_LUMO in eV: -8.35
Highest occupied orbital energy in Eh: -0.4855
Orbital gap in eV: 4.858
F_max in eV/A: 9.8

Results of the Löwdin charge analysis, in e, for atoms 1 through 5: atom 1 (F): 0.01, atom 2 (C): -0.33, atom 3 (F): 0.06, atom 4 (F): 0.11, atom 5 (C): -0.09

=====

No. 2
Below is 10 unconnected molecules or ions with the total composition C4H29N2O10 at a distorted geometry, with properties calculated with ωB97M-V/def2-TZVPD.

Structure (ORCA input):
```
! wB97M-V def2-TZVPD RIJCOSX def2/J DEFGRID3
* xyz 1 1
N -0.2029 -0.5327 -0.6675
C 0.3034 -0.5442 0.7318
C 0.6091 -1.9843 1.1347
C -0.4484 -3.0226 0.8808
O -1.3882 -2.8280 0.1291
C 1.6506 0.2272 0.8973
N 1.8465 1.5508 0.4157
H -1.2126 -0.4913 -0.7703
H 0.1337 -1.3690 -1.1438
H 0.0522 0.3117 -1.1985
H -0.4232 -0.0842 1.3911
H 1.4438 -2.3373 0.5204
H 1.0033 -2.0803 2.1467
H -0.4065 -4.0460 1.2718
H 1.7208 0.2161 1.9887
H 2.5065 -0.3701 0.5908
H 1.1184 2.2194 0.5963
H 2.2520 1.7605 -0.4881
H -3.5262 -0.4909 1.5236
H -2.6148 -1.3288 0.6522
O -2.7250 -0.4251 0.9875
H -3.0334 3.3389 1.5979
H -2.7637 1.8500 1.4824
O -2.7868 2.6566 0.9605
H -0.6677 -0.4923 4.6659
H -1.4606 -0.4622 3.3983
O -1.5635 -0.3068 4.3456
H 2.3931 1.3268 -3.4334
H 2.0603 0.2075 -2.6500
O 2.3369 1.1406 -2.4839
H 0.1925 -4.0013 -1.8752
H 1.5006 -4.3738 -1.2592
O 0.9046 -3.6187 -1.3473
H -0.8892 2.7358 -1.3211
H -1.4570 2.8352 -0.0181
O -0.5500 2.7113 -0.4122
H 1.3716 -1.8856 -4.0428
H 0.8410 -0.5888 -4.5699
O 1.1891 -0.9762 -3.7586
H -0.9580 1.1098 -3.5129
H 0.3421 1.6788 -2.7078
O -0.5581 1.3264 -2.6618
H 0.7842 3.3845 3.4089
H 0.7467 2.6758 2.0440
O 0.3327 3.3768 2.5604
*
```

Calculated values
Energy in eV: -28067.6977
E_LUMO in eV: -3.03
Energy above the lowest of the compared OMol25 structures with the same formula, charge and spin in eV: 3.972
Highest occupied orbital energy in Eh: -0.4323
Orbital gap in eV: 8.736
F_max in eV/A: 1.9

Results of the natural (NBO) charge analysis, in e, for atoms 1 through 5: atom 1 (N): -0.71, atom 2 (C): -0.08, atom 3 (C): -0.55, atom 4 (C): 0.48, atom 5 (O): -0.61

=====

No. 3
Below is a molecular structure, C26H24Cl2MoN10O2 at a distorted geometry, with properties calculated with ωB97M-V/def2-TZVPD.

Structure (ORCA input):
```
! wB97M-V def2-TZVPD RIJCOSX def2/J DEFGRID3
* xyz 2 3
Mo -0.0865 -0.1370 -0.3996
Cl -2.8413 5.7783 1.8458
C -2.7000 4.0916 1.5019
C -1.8165 3.7172 0.4591
C -1.5032 2.3980 0.2426
N -0.6772 1.9125 -0.7186
C -0.2606 2.6288 -1.8100
O -0.4259 3.8196 -2.0444
C 0.5273 1.8141 -2.7290
C 1.0675 2.4187 -3.8718
C 1.9964 1.6652 -4.5806
C 2.1145 0.3588 -4.2719
C 1.3795 -0.2391 -3.2529
N 0.5864 0.4895 -2.4174
C -2.2959 1.3865 0.8287
C -3.3027 1.7731 1.7121
C -3.4195 3.1112 2.2213
Cl -4.3392 3.3720 3.6193
N -2.1431 0.1695 0.3276
C -2.8115 -0.9976 0.5362
O -3.5631 -1.2330 1.4924
C -2.4671 -2.0615 -0.4539
C -3.3621 -3.1652 -0.5488
C -3.0940 -4.0681 -1.6239
C -1.9964 -3.7519 -2.4275
C -1.2644 -2.5436 -2.3415
N -1.4613 -1.7991 -1.2580
H -1.4506 4.4677 -0.1666
H 0.8429 3.4833 -3.8935
H 2.6711 2.0740 -5.3472
H 2.7817 -0.3220 -4.7999
H 1.4599 -1.3007 -2.9940
H -3.9544 1.0608 2.2528
H -4.1690 -3.3416 0.1471
H -3.6397 -5.0444 -1.7632
H -1.7299 -4.3479 -3.2901
H -0.5079 -2.2648 -3.0280
N 0.1472 -2.0127 3.5738
C -0.4061 -0.8127 4.1208
C -0.4149 0.1139 3.1439
N 0.2004 -0.4716 1.9947
C 0.3652 -1.7702 2.2636
C 0.7936 -2.6122 1.1528
N 1.0794 -2.1093 -0.0393
C 1.7080 -3.0552 -0.8307
C 1.8945 -4.1670 -0.0465
N 1.2323 -3.9664 1.1183
H 0.0496 -2.9685 3.9638
H -0.6399 -0.6587 5.2070
H -0.7314 1.1822 3.1573
H 2.4182 -2.7344 -1.5901
H 2.3398 -5.1066 -0.2468
H 1.0366 -4.5721 1.8928
N 1.9150 0.6091 0.2656
C 2.2715 2.0785 0.3995
C 3.4854 2.1429 1.2894
N 3.3522 1.6383 2.6280
H 2.0286 0.2836 1.2145
H 2.6088 0.1506 -0.3178
H 1.3715 2.5775 0.7905
H 2.4183 2.5013 -0.5751
H 3.9755 3.1573 1.2192
H 4.1968 1.5133 0.7895
H 2.9229 2.3621 3.3004
H 4.2369 1.3342 3.0057
*
```

Calculated values
Energy in eV: -73235.3819
Expectation value of S²: 2.026
E_LUMO (spin up / spin down) in eV: -6.57 / -7.02
Energy above the lowest of the compared OMol25 structures with the same formula, charge and spin in eV: 1.488
Highest occupied orbital energy (spin up / spin down) in Eh: -0.4520 / -0.4578
Orbital gap (spin up / spin down) in eV: 5.733 / 5.441
F_max in eV/A: 5.2

Results of the natural (NBO) charge analysis, in e, for atoms 1 through 5: atom 1 (Mo): 1.43, atom 2 (Cl): 0.07, atom 3 (C): -0.06, atom 4 (C): -0.24, atom 5 (C): 0.16

=====

No. 4
Below is a single C6H12O molecule, with properties calculated with ωB97M-V/def2-TZVPD.

Structure (ORCA input):
```
! wB97M-V def2-TZVPD RIJCOSX def2/J DEFGRID3
* xyz 0 1
C -1.9549 -0.9927 -0.5979
C -0.8904 0.0628 -0.2651
C -1.4400 1.1239 0.6869
C 0.2844 -0.6688 0.3389
O 1.0509 -1.4416 -0.5806
C 1.7273 -0.4644 0.1928
C 2.5370 0.6898 -0.3514
H -2.8366 -0.5391 -1.0625
H -1.5581 -1.7498 -1.2820
H -2.2881 -1.5054 0.3144
H -0.5685 0.5397 -1.1991
H -1.7396 0.6734 1.6418
H -2.3267 1.6051 0.2590
H -0.6964 1.9010 0.8969
H 0.0393 -1.1820 1.2754
H 2.2876 -0.9427 1.0027
H 3.0659 0.4906 -1.2898
H 3.2780 0.7427 0.4415
H 2.0288 1.6574 -0.4221
*
```

Calculated values
Energy in eV: -8462.8680
Structure (SMILES): CC(C)[C@H]1O[C@H]1C
E_LUMO in eV: 1.11
Energy above the lowest of the compared OMol25 structures with the same formula, charge and spin in eV: 1.486
Highest occupied orbital energy in Eh: -0.3628
Orbital gap in eV: 10.977
F_max in eV/A: 0.9

Results of the natural (NBO) charge analysis, in e, for atoms 1 through 5: atom 1 (C): -0.60, atom 2 (C): -0.25, atom 3 (C): -0.60, atom 4 (C): 0.07, atom 5 (O): -0.50

=====

No. 5
Below is 11 unconnected molecules or ions with the total composition C38H66F13N2O44P3S10 at a distorted geometry, with properties calculated with ωB97M-V/def2-TZVPD.

Structure (ORCA input):
```
! wB97M-V def2-TZVPD RIJCOSX def2/J DEFGRID3
* xyz 0 1
C -5.7665 1.5592 -1.9486
C -4.6950 1.5506 -3.2262
C -3.1477 1.2102 -2.6904
N -2.7752 -0.2484 -2.9654
C -2.0931 -0.8923 -1.7781
C -3.1940 -1.5564 -0.7559
O -4.3485 -1.0336 -0.2732
N -2.5516 -2.9108 -0.4359
C -1.0363 -2.9897 -0.7172
C -0.0348 -2.7472 0.5564
C -0.6101 -1.7389 1.7152
C 0.3109 -0.3553 1.9035
F 0.7461 0.1730 0.5898
F 1.5691 -0.8349 2.5890
C -0.5352 0.7010 2.8306
F -1.9187 0.9909 2.2979
F -0.7796 -0.0069 4.1427
C 0.2606 2.0839 3.2104
F 1.5656 1.7904 3.9123
F -0.5772 2.7808 4.2570
C 0.6376 3.0425 1.9350
F -0.3056 2.9217 0.7770
F 2.0339 2.6502 1.5121
C 0.7124 4.6529 2.2919
F -0.6982 5.1819 2.1848
F 1.3244 4.9354 3.6319
C 1.5939 5.5304 1.2006
F 1.5418 5.0057 -0.1842
F 2.9685 5.7802 1.7156
F 0.9255 6.8842 1.1517
P -0.9262 -4.7641 -1.4818
C -2.4752 -5.8076 -1.0824
C 0.6652 -5.6728 -0.9451
C -0.9354 -2.0485 -2.0527
P -1.3357 -3.3489 -3.4474
C -3.1942 -3.3440 -3.8858
O -0.3433 -2.7963 -4.8025
P 0.7426 -1.3743 -2.6536
O 2.1009 -2.3082 -2.0985
O 0.9320 0.3353 -2.3895
H -6.6907 2.2387 -2.1943
H -6.1696 0.4898 -1.6949
H -5.1787 2.0694 -1.0523
H -5.0698 0.7851 -4.0393
H -4.7636 2.6509 -3.6842
H -3.1467 1.3906 -1.5275
H -2.3631 1.9128 -3.2172
H -3.7199 -0.7202 -3.0922
H -1.4908 -0.1209 -1.1125
H -2.7264 -3.1708 0.5724
H 0.1074 -3.8141 1.0730
H 1.0432 -2.3815 0.2843
H -0.4911 -2.3114 2.7560
H -1.7465 -1.4742 1.6273
H -3.1486 -5.8867 -2.0565
H -2.0882 -6.9149 -0.8640
H -3.0683 -5.4811 -0.1274
H 0.6588 -5.7876 0.2293
H 1.6659 -5.2188 -1.3707
H 0.5730 -6.7849 -1.3691
H -3.4112 -2.3916 -4.5660
H -3.4305 -4.3256 -4.5187
H -3.8692 -3.3901 -2.9249
H -0.7996 -2.0481 -5.2901
H 1.9581 -3.2333 -2.4557
H 1.8015 0.5596 -1.9300
C -0.7994 3.6968 7.3437
C -0.7809 5.2148 7.5014
O -1.8694 5.5128 8.3727
S -2.0639 4.2770 9.4193
O -1.3919 4.6204 10.6529
O -3.4417 3.8464 9.3670
O -1.1481 3.1843 8.6286
H -1.5698 3.3838 6.6316
H 0.1698 3.3029 7.0263
H -0.8975 5.7342 6.5472
H 0.1418 5.5494 7.9872
C 6.0685 2.4196 0.7299
C 5.1464 1.2092 0.8505
O 5.0865 0.6535 -0.4611
S 6.5126 0.9090 -1.2104
O 7.3122 -0.2888 -1.0793
O 6.2538 1.5476 -2.4799
O 7.0971 2.0262 -0.1770
H 5.5410 3.2753 0.2962
H 6.4988 2.7083 1.6926
H 4.1475 1.4799 1.2006
H 5.5734 0.4535 1.5182
C -3.9875 -8.6209 -4.3722
C -3.2339 -9.6414 -5.2209
O -2.0460 -8.9736 -5.6401
S -1.5905 -7.9233 -4.4783
O -0.5732 -8.5580 -3.6699
O -1.4186 -6.6218 -5.0807
O -2.9851 -7.9245 -3.6338
H -4.5125 -7.8954 -5.0019
H -4.7009 -9.0953 -3.6929
H -3.8142 -9.9746 -6.0846
H -2.9396 -10.5106 -4.6232
C -0.3481 5.6162 -4.2933
C 0.3945 5.1329 -5.5362
O -0.4132 4.0865 -6.0703
S -1.9798 4.4120 -5.7533
O -2.5581 5.0307 -6.9254
O -2.5626 3.2623 -5.1015
O -1.7324 5.5726 -4.6354
H -0.1846 4.9394 -3.4485
H -0.0578 6.6306 -4.0073
H 1.3977 4.7664 -5.3058
H 0.4609 5.9258 -6.2887
C -8.6183 -9.3026 -5.4794
C -9.3998 -8.2764 -6.2954
O -8.4122 -7.5391 -7.0121
S -7.1580 -8.5249 -7.3519
O -7.3217 -9.0141 -8.7028
O -5.9439 -7.8977 -6.8836
O -7.5505 -9.7281 -6.3243
H -8.1834 -8.8460 -4.5845
H -9.2368 -10.1556 -5.1877
H -9.9967 -7.6114 -5.6666
H -10.0511 -8.7674 -7.0263
C 5.2762 8.0327 1.3127
C 4.8534 9.4278 1.7652
O 5.9714 9.9412 2.4858
S 7.3414 9.3373 1.8386
O 7.8791 10.3192 0.9233
O 8.1208 8.7376 2.8966
O 6.6541 8.1472 0.9616
H 5.1921 7.3105 2.1311
H 4.6927 7.6817 0.4573
H 3.9628 9.4083 2.3979
H 4.6751 10.0835 0.9064
C 5.2076 -5.3474 0.4160
C 5.3717 -4.0437 1.1925
O 5.2281 -3.0101 0.2211
S 4.1870 -3.5074 -0.9318
O 2.8812 -2.9679 -0.6236
O 4.8208 -3.3472 -2.2198
O 4.1865 -5.0916 -0.5469
H 6.1260 -5.6043 -0.1217
H 4.9210 -6.1804 1.0635
H 6.3425 -3.9741 1.6891
H 4.5746 -3.9235 1.9338
C 9.4255 -9.0597 -1.4580
C 9.4440 -7.5416 -1.3003
O 8.3555 -7.2437 -0.4290
S 8.1610 -8.4795 0.6176
O 8.8330 -8.1361 1.8511
O 6.7832 -8.9101 0.5652
O 9.0768 -9.5722 -0.1732
H 8.6551 -9.3726 -2.1701
H 10.3947 -9.4536 -1.7754
H 9.3274 -7.0223 -2.2545
H 10.3667 -7.2071 -0.8146
C -2.4554 3.6537 13.9512
C -2.4369 5.1717 14.1089
O -3.5254 5.4697 14.9802
S -3.7199 4.2339 16.0268
O -3.0479 4.5773 17.2604
O -5.0977 3.8033 15.9745
O -2.8041 3.1412 15.2361
H -3.2258 3.3407 13.2391
H -1.4861 3.2598 13.6338
H -2.5535 5.6910 13.1547
H -1.5142 5.5062 14.5947
C -3.5092 9.5744 -4.0535
C -2.7555 8.5540 -4.9022
O -1.5677 9.2218 -5.3214
S -1.1122 10.2721 -4.1596
O -0.0949 9.6374 -3.3512
O -0.9403 11.5736 -4.7620
O -2.5067 10.2709 -3.3151
H -4.0342 10.3000 -4.6832
H -4.2226 9.1001 -3.3742
H -3.3358 8.2207 -5.7659
H -2.4613 7.6848 -4.3045
*
```

Calculated values
Energy in eV: -305063.7495
Structure (SMILES): CCCN[C@H]1C(=O)N[C@]2(CCC(F)(F)C(F)(F)C(F)(F)C(F)(F)C(F)(F)C(F)(F)F)[C@@]1(P(O)O)[P@@](C)(O)=P2(C)C.O=S1(=O)OCCO1.O=S1(=O)OCCO1.O=S1(=O)OCCO1.O=S1(=O)OCCO1.O=S1(=O)OCCO1.O=S1(=O)OCCO1.O=S1(=O)OCCO1.O=S1(=O)OCCO1.O=S1(=O)OCCO1.O=S1(=O)OCCO1
E_LUMO in eV: -1.42
Highest occupied orbital energy in Eh: -0.1892
Orbital gap in eV: 3.726
F_max in eV/A: 8.9

Results of the Löwdin charge analysis, in e, for atoms 1 through 5: atom 1 (C): -0.15, atom 2 (C): -0.21, atom 3 (C): -0.20, atom 4 (N): -0.05, atom 5 (C): -0.24